{
  "formula": "C2H7N8O2",
  "method": "ωB97M-V with the def2-TZVPD basis set",
  "orbital_gap_ev": 8.48,
  "e_above_lowest_ev": 1.173,
  "lumo_energy_ev": -4.2,
  "homo_ev": -12.679,
  "total_charge": 1,
  "multiplicity": 1,
  "elements": ["C", "C", "N", "N", "N", "N", "N", "N", "N", "N", "O", "O", "H", "H", "H", "H", "H", "H", "H"],
  "coordinates": [[2.11776, -0.72412, 0.06928], [-0.16558, -0.74364, 0.50482], [3.08667, -0.31523, -0.45073], [-0.40800, 0.60663, 0.58109], [1.08533, -1.18516, 0.48177], [0.72213, 1.30648, 0.62758], [-1.25660, -1.48536, 0.41075], [-4.64285, -0.02790, 0.50560], [4.21111, -0.74733, -1.13537], [0.71743, 2.54354, 0.43727], [-3.60682, -0.46431, -0.28507], [-5.51622, 0.64926, 0.02920], [-3.70907, -0.24534, -1.23947], [-2.22856, -1.12326, 0.59694], [-1.06442, -2.53037, 0.18825], [4.45740, -1.75555, -1.11190], [4.85429, -0.02627, -0.99595], [-0.23681, 3.06084, 0.29791], [1.58282, 3.20709, 0.48802]],
  "forces_ev_per_a": [[1.6, 0.5, -1.4], [-0.1, 1.0, 0.0], [2.0, -0.5, -0.4], [1.5, 3.2, -0.1], [-3.4, -2.3, 1.4], [-0.5, -2.7, 0.0], [1.1, -2.8, 0.0], [-2.8, 1.7, 0.6], [-2.1, -0.7, -0.2], [-2.1, 3.7, -0.2], [-0.6, 0.3, -1.1], [3.0, -2.1, 0.2], [-0.3, 0.2, 0.3], [1.6, -0.4, -0.6], [-0.8, 2.5, 0.8], [-0.3, 1.3, 0.4], [1.8, 0.4, 0.0], [2.0, -1.2, 0.3], [-1.8, -2.5, 0.1]]
}